The following is a DFT calculation (ωB97M-V/def2-TZVPD) of a structure of composition C18H34MnO15P2 in a non-equilibrium geometry.

XYZ file:
```
70
Properties=species:S:1:pos:R:3
Mn 0.680 -0.688 0.354
C 3.459 -1.704 -2.537
C 2.520 -1.514 -1.445
C 2.115 -2.819 -0.631
O 1.246 -2.651 0.263
C 2.770 -4.079 -1.001
C 3.631 -4.154 -2.066
C 3.940 -2.916 -2.929
O 4.648 -2.868 -3.999
O 4.156 -5.330 -2.211
O 1.988 -0.449 -1.104
H 3.641 -0.789 -3.082
H 2.651 -4.901 -0.310
C -0.923 3.555 3.787
O -0.692 2.324 3.117
P -1.236 2.165 1.612
O -0.514 1.095 0.841
O -1.117 3.683 1.031
C -1.197 3.913 -0.384
O -2.818 1.993 1.717
C -3.389 0.963 2.442
H -0.462 4.399 3.275
H -0.568 3.492 4.816
H -1.987 3.771 3.886
H -1.706 3.103 -0.906
H -0.172 3.881 -0.754
H -1.604 4.848 -0.771
H -2.612 0.344 2.891
H -3.955 0.308 1.780
H -4.186 1.226 3.138
C -2.010 -2.070 -4.636
O -1.264 -2.063 -3.429
P -1.475 -0.872 -2.347
O -0.680 -0.990 -1.103
O -1.295 0.491 -3.211
C -0.014 0.707 -3.695
O -3.091 -0.984 -2.072
C -3.712 0.126 -1.425
H -2.639 -1.199 -4.820
H -2.736 -2.883 -4.657
H -1.370 -2.223 -5.506
H 0.703 -0.101 -3.555
H 0.470 1.556 -3.212
H -0.115 1.029 -4.732
H -3.155 0.605 -0.619
H -4.732 -0.102 -1.117
H -3.807 0.857 -2.228
C 2.680 2.724 -0.204
O 2.194 1.624 0.539
C 3.131 1.084 1.437
C 2.432 0.601 2.710
O 1.353 -0.293 2.295
C 0.522 -0.782 3.339
C -0.370 -1.939 2.859
O -0.972 -1.571 1.590
C -2.186 -2.369 1.311
H 3.534 2.422 -0.811
H 2.915 3.596 0.406
H 1.907 3.047 -0.901
H 3.997 1.700 1.679
H 3.656 0.268 0.940
H 2.142 1.493 3.265
H 3.116 0.058 3.363
H -0.268 -0.058 3.539
H 1.127 -0.945 4.231
H -1.121 -2.199 3.606
H 0.305 -2.766 2.641
H -2.648 -2.046 0.378
H -2.965 -2.326 2.072
H -1.864 -3.409 1.262
```

* 2S+1: 7
* HOMO-LUMO gap (alpha / beta): 8.08 / 5.55 eV
* lowest unoccupied orbital energy (alpha / beta): -0.1197 / -0.1851 Ha
* F_max: 5.4 eV Å⁻¹
* total charge: +1

Results of the Mulliken charge analysis, in e, for atoms 1 through 5:
1 Mn 0.3444
2 C -0.4391
3 C 0.1130
4 C 0.4801
5 O -0.5771

The following is a DFT calculation (ωB97M-V/def2-TZVPD) of a cluster of 2 separate species, CH5IN2 in total in a non-equilibrium geometry.

XYZ file:
```
9
Properties=species:S:1:pos:R:3
H -2.936 -1.348 1.157
N -1.973 -0.973 1.227
N -1.582 -0.543 0.172
H -0.564 -0.069 0.310
C 1.357 0.681 -0.755
I 2.528 0.248 1.008
H 1.928 0.686 -1.826
H 0.651 1.509 -0.937
H 0.590 -0.191 -0.356
```

* HOMO-LUMO gap: 9.30 eV
* lowest unoccupied orbital energy: 0.0065 Ha
* SMILES: [H]/N=N/[H].CI
* relative energy (zero: lowest compared OMol25 entry of this formula, charge and spin): 219.76 kJ/mol
* F_max: 4.3 eV Å⁻¹

Results of the Mulliken charge analysis, in e, for atoms 1 through 5:
1 H 0.2432
2 N -0.2756
3 N -0.2420
4 H 0.2723
5 C -0.8598

The following is a DFT calculation (ωB97M-V/def2-TZVPD) of a cluster of 8 separate species, C32H66O9 in total in a non-equilibrium geometry.

XYZ file:
```
107
Properties=species:S:1:pos:R:3
C 2.552 1.902 3.398
C 3.772 1.878 2.520
C 3.581 0.853 1.412
O 2.182 0.723 1.402
C 1.752 0.728 2.759
H 1.898 2.773 3.261
H 2.815 1.669 4.427
H 4.751 1.733 3.015
H 3.825 2.926 2.036
H 3.989 -0.126 1.636
H 3.899 1.186 0.461
H 1.801 -0.313 3.118
H 0.716 1.028 2.755
C 2.398 -2.991 0.051
C 3.493 -2.061 -0.522
C 3.821 -2.756 -1.873
O 2.679 -3.469 -2.233
C 1.738 -3.631 -1.204
H 1.785 -2.431 0.796
H 2.964 -3.734 0.580
H 4.433 -2.043 0.153
H 3.115 -1.058 -0.682
H 4.619 -3.390 -1.646
H 4.134 -2.131 -2.694
H 1.571 -4.675 -0.969
H 0.851 -3.067 -1.487
C -2.946 -3.925 4.522
C -2.202 -3.727 3.185
C -1.741 -2.261 3.251
O -1.885 -1.884 4.628
C -3.091 -2.523 4.976
H -2.297 -4.470 5.162
H -3.874 -4.480 4.308
H -2.869 -3.798 2.300
H -1.333 -4.386 2.942
H -2.336 -1.544 2.678
H -0.722 -2.160 3.015
H -3.905 -2.064 4.445
H -3.204 -2.320 6.024
C 1.520 -4.411 6.465
C 2.782 -4.093 5.657
C 2.129 -3.172 4.599
O 0.916 -3.766 4.266
C 0.340 -4.255 5.458
H 1.415 -3.795 7.387
H 1.636 -5.373 6.885
H 3.095 -5.097 5.260
H 3.714 -3.734 6.079
H 2.686 -2.979 3.632
H 2.071 -2.142 5.089
H -0.031 -5.255 5.333
H -0.386 -3.580 5.879
C -0.705 -0.176 -0.196
C 0.054 -0.318 -1.573
C -1.128 -0.913 -2.312
O -2.273 -0.136 -1.916
C -2.046 0.281 -0.604
H -0.167 0.465 0.553
H -0.822 -1.125 0.316
H 0.923 -0.895 -1.478
H 0.363 0.652 -1.957
H -1.189 -1.937 -1.960
H -1.099 -0.829 -3.404
H -2.775 -0.086 0.084
H -2.131 1.491 -0.572
C 1.710 1.030 -5.517
C 1.244 2.410 -5.897
C 0.645 2.126 -7.303
O 1.470 1.193 -7.924
C 2.016 0.359 -6.892
H 0.901 0.572 -4.956
H 2.585 0.981 -4.874
H 2.136 2.973 -5.956
H 0.598 2.863 -5.177
H 0.539 3.023 -7.926
H -0.345 1.718 -7.123
H 3.114 0.355 -7.073
H 1.765 -0.686 -7.050
C 0.089 4.364 -1.125
C 1.593 4.027 -0.724
C 2.002 2.893 -1.575
O 1.130 2.883 -2.692
C 0.167 3.957 -2.588
H -0.168 5.391 -0.901
H -0.647 3.743 -0.624
H 1.708 3.796 0.346
H 2.235 4.899 -0.856
H 1.858 1.913 -1.074
H 3.038 2.963 -1.883
H -0.749 3.558 -3.138
H 0.476 4.836 -3.207
C -5.982 2.083 0.513
O -5.771 2.385 -0.850
C -5.651 3.729 -1.238
C -5.531 3.834 -2.746
O -4.199 3.772 -3.308
C -3.658 2.468 -3.068
H -5.176 2.493 1.083
H -6.007 0.974 0.603
H -6.851 2.522 0.916
H -4.710 4.119 -0.751
H -6.549 4.320 -0.911
H -5.756 4.845 -3.051
H -6.242 3.162 -3.173
H -2.922 2.265 -3.807
H -4.439 1.734 -3.337
H -3.291 2.347 -2.040
```

* HOMO-LUMO gap: 9.66 eV
* lowest unoccupied orbital energy: 0.0198 Ha
* SMILES: C1CCOC1.C1CCOC1.C1CCOC1.C1CCOC1.C1CCOC1.C1CCOC1.C1CCOC1.COCCOC
* relative energy (zero: lowest compared OMol25 entry of this formula, charge and spin): 124.99 kJ/mol
* F_max: 4.0 eV Å⁻¹

Results of the Mulliken charge analysis, in e, for atoms 1 through 5:
1 C -0.7172
2 C -0.5895
3 C -0.6896
4 O 0.0603
5 C -0.1859

The following is a DFT calculation (ωB97M-V/def2-TZVPD) of a cluster of 2 separate species, CH2NOP in total in a non-equilibrium geometry.

XYZ file:
```
6
Properties=species:S:1:pos:R:3
C 1.544 1.667 2.804
N 0.463 1.415 1.002
O 2.301 0.822 2.730
P -0.082 0.048 0.974
H -1.357 -0.349 1.142
H 0.653 -1.285 0.640
```

* HOMO-LUMO gap: 9.11 eV
* lowest unoccupied orbital energy: -0.0331 Ha
* relative energy (zero: lowest compared OMol25 entry of this formula, charge and spin): 383.82 kJ/mol
* F_max: 4.1 eV Å⁻¹

Results of the Mulliken charge analysis, in e, for atoms 1 through 5:
1 C 0.1427
2 N -0.3598
3 O -0.1871
4 P 0.1956
5 H 0.1046